Entry from the OMol25 dataset: a structure of composition C45H30F15GeN6O5SV (wB97M-V/def2-TZVPD).

DFT total energy   -7354.36007 hartree
Total charge   -1
Frontier orbital gap (spin up / spin down)   2.82 / 4.21 eV
F_max   0.0826 Eh/bohr
2S+1   4
Energy relative to the best compared isomer or geometry (same formula, charge and spin)   186.2 kJ/mol

Cartesian coordinates (Å):
V 1.164 -0.964 1.625
C 3.783 -4.344 -0.041
O 2.796 -5.189 0.582
C 1.433 -5.017 0.417
C 0.739 -5.993 -0.223
C -0.645 -6.010 -0.271
C -1.371 -5.034 0.367
C -0.739 -3.868 0.862
C -1.526 -2.788 1.340
N -0.882 -1.824 2.085
N -1.409 -1.672 3.300
C -0.528 -0.978 4.034
O 0.680 -0.795 3.556
C -1.110 -0.492 5.314
C -0.285 0.277 6.084
C -0.519 0.466 7.468
C -1.645 -0.019 8.085
C -2.523 -0.766 7.285
C -2.342 -0.833 5.877
C 0.740 -3.868 0.940
O 1.366 -2.735 1.103
H 4.734 -4.722 0.424
H 3.748 -3.283 0.153
H 3.789 -4.384 -1.157
H 1.212 -6.760 -0.863
H -1.053 -6.845 -0.856
H -2.475 -5.048 0.322
H -2.600 -2.891 1.507
H 0.679 0.602 5.648
H 0.215 1.040 8.003
H -1.768 0.189 9.149
H -3.452 -1.183 7.721
H -3.127 -1.209 5.254
O 3.189 -0.626 1.587
N 3.642 0.548 1.338
N 2.853 1.515 1.831
O 1.528 1.360 2.039
C 3.529 2.686 1.863
C 4.876 2.667 1.789
C 5.558 3.845 2.173
C 4.897 5.089 2.216
C 3.510 5.034 1.837
C 2.822 3.877 1.804
H 5.451 1.745 1.642
H 6.616 3.760 2.386
H 5.391 5.991 2.575
H 2.960 5.934 1.696
H 1.735 3.835 1.729
C -2.891 3.977 -0.335
C -1.985 3.566 0.871
N -2.779 2.911 1.867
C -3.334 1.622 1.268
C -4.194 1.929 -0.011
N -4.294 3.421 -0.157
C -4.904 4.005 1.147
C -3.871 3.803 2.294
H -2.498 3.688 -1.336
H -2.948 5.069 -0.411
H -1.573 4.460 1.298
H -1.219 2.866 0.491
H -3.962 1.153 2.032
H -2.515 0.944 1.039
H -5.207 1.519 0.079
H -3.789 1.473 -0.943
H -4.927 3.695 -0.941
H -5.887 3.498 1.287
H -5.137 5.052 1.014
H -4.337 3.367 3.172
H -3.372 4.716 2.556
F -2.538 0.144 -2.064
C -2.342 0.269 -3.424
C -1.104 -0.099 -3.927
C -1.001 -0.068 -5.316
F 0.190 -0.497 -5.863
C -2.003 0.475 -6.137
F -1.817 0.662 -7.443
C -3.241 0.845 -5.595
F -4.220 1.301 -6.356
C -3.365 0.816 -4.210
F -4.513 1.324 -3.622
Ge 0.460 -0.731 -2.749
S 0.302 -0.363 -0.601
C 2.034 0.460 -3.137
C 1.945 1.715 -3.772
F 0.659 2.177 -4.073
C 3.040 2.515 -4.155
F 2.766 3.683 -4.759
C 4.330 2.013 -3.853
F 5.419 2.737 -4.133
C 4.480 0.744 -3.296
F 5.663 0.174 -3.038
C 3.320 0.001 -2.951
F 3.526 -1.179 -2.311
C 0.685 -2.570 -3.431
C 1.728 -3.057 -4.226
F 2.671 -2.180 -4.748
C 1.781 -4.435 -4.616
F 2.731 -4.891 -5.424
C 0.812 -5.321 -4.139
F 0.879 -6.659 -4.389
C -0.320 -4.815 -3.502
F -1.277 -5.712 -3.149
C -0.347 -3.482 -3.166
F -1.346 -3.049 -2.308

***

Entry from the OMol25 dataset: a cluster of 2 separate species, C19H25ClN3 in total (wB97M-V/def2-TZVPD).

DFT total energy   -1363.16600 hartree
Total charge   +1
Frontier orbital gap   7.34 eV
F_max   0.0514 Eh/bohr
Energy relative to the best compared isomer or geometry (same formula, charge and spin)   55.7 kJ/mol

Cartesian coordinates (Å):
C -2.573 0.767 1.831
N -1.623 -0.294 2.085
C -2.201 -1.628 2.071
C -1.364 -2.558 2.893
C 0.025 -2.498 2.354
N 0.505 -1.152 2.260
C 1.928 -1.134 2.040
C 2.388 0.274 1.745
C 1.575 1.217 2.581
N 0.222 1.200 2.146
C -0.287 -0.045 2.139
H -2.307 1.658 2.406
H -2.645 1.005 0.752
H -3.536 0.367 2.168
H -3.208 -1.562 2.471
H -2.261 -1.985 1.032
H -1.391 -2.303 3.955
H -1.765 -3.572 2.801
H 0.673 -3.067 3.011
H 0.062 -2.976 1.367
H 2.426 -1.528 2.945
H 2.207 -1.813 1.226
H 3.449 0.358 2.013
H 2.273 0.469 0.673
H 1.619 0.852 3.627
H 1.968 2.231 2.541
Cl -2.074 5.277 6.764
C -1.466 4.804 5.229
C -0.112 5.001 4.926
C 0.396 4.543 3.712
C -0.407 3.847 2.784
C 0.179 3.222 1.589
C -0.692 2.966 0.370
C 0.193 3.212 -0.877
C 1.477 3.701 -0.297
C 1.447 3.745 1.084
C -1.817 3.873 3.018
C -2.318 4.245 4.266
H 0.539 5.458 5.663
H 1.471 4.685 3.506
H -1.066 1.938 0.442
H -1.549 3.661 0.304
H 0.288 2.298 -1.490
H -0.275 3.986 -1.521
H 2.295 4.041 -0.933
H 2.216 4.226 1.680
H -2.524 3.565 2.255
H -3.373 4.077 4.505

***

Entry from the OMol25 dataset: a structure of composition C47H46BrCoN5OSi (wB97M-V/def2-TZVPD).

DFT total energy   -6413.79730 hartree
Frontier orbital gap (spin up / spin down)   7.38 / 7.90 eV
F_max   0.0886 Eh/bohr
2S+1   4
Energy relative to the best compared isomer or geometry (same formula, charge and spin)   369.5 kJ/mol

Cartesian coordinates (Å):
Co -0.718 0.077 0.870
C -0.011 -1.758 3.231
N -0.718 -2.150 1.987
C -0.020 -3.201 1.274
C -0.462 -3.571 -0.144
C 0.441 -4.298 -0.943
C 0.069 -4.533 -2.238
C -1.223 -4.288 -2.682
C -2.109 -3.836 -1.735
N -1.765 -3.448 -0.519
C -2.136 -2.448 2.312
C -3.066 -1.702 1.437
C -4.316 -2.342 1.203
C -5.262 -1.639 0.463
C -4.957 -0.326 -0.028
C -3.750 0.208 0.391
N -2.754 -0.508 0.907
C 1.009 -0.690 2.933
C 2.024 -0.439 3.874
C 2.939 0.627 3.568
C 2.811 1.326 2.376
C 1.773 1.042 1.550
N 0.886 0.061 1.825
H 0.552 -2.606 3.619
H -0.693 -1.398 3.970
H -0.209 -4.151 1.780
H 0.968 -2.831 1.239
H 1.367 -4.713 -0.482
H 0.728 -5.164 -2.863
H -1.482 -4.527 -3.701
H -3.172 -3.811 -1.942
H -2.327 -2.227 3.370
H -2.267 -3.568 2.249
H -4.470 -3.385 1.568
H -6.183 -2.126 0.280
H -5.685 0.305 -0.596
H -3.550 1.236 0.207
H 2.161 -1.096 4.696
H 3.688 0.928 4.274
H 3.450 2.187 2.190
H 1.596 1.603 0.571
Br -3.056 2.470 -3.849
C -2.487 2.711 -2.141
C -2.878 3.927 -1.415
C -2.382 4.153 -0.154
C -1.591 3.169 0.382
N -1.336 1.949 -0.225
C -1.694 1.781 -1.492
H -3.626 4.534 -1.893
H -2.608 5.060 0.363
H -1.167 3.308 1.351
H -1.448 0.923 -2.068
C -3.230 3.513 4.088
C -2.092 2.558 4.526
C -2.617 1.607 5.645
C -0.798 3.243 4.936
C -1.709 1.716 3.442
C -1.343 1.110 2.414
H -3.573 4.147 4.916
H -4.108 2.947 3.681
H -2.940 4.190 3.241
H -3.225 2.187 6.355
H -1.831 0.993 6.097
H -3.287 0.872 5.089
H -0.989 3.827 5.813
H -0.488 3.933 4.135
H 0.040 2.586 5.122
O 0.529 -0.158 -0.934
Si 1.692 -0.029 -2.014
C 1.340 -0.881 -3.671
C 0.074 -0.705 -4.194
C -0.440 -1.510 -5.224
C 0.453 -2.381 -5.864
C 1.845 -2.388 -5.526
C 2.257 -1.708 -4.369
C 2.259 1.723 -2.427
C 1.600 2.829 -1.890
C 1.950 4.175 -2.299
C 2.990 4.373 -3.171
C 3.706 3.253 -3.629
C 3.386 1.954 -3.235
C 3.384 -0.712 -1.492
C 3.353 -2.099 -1.359
C 4.529 -2.825 -1.071
C 5.717 -2.144 -0.795
C 5.720 -0.732 -0.827
C 4.591 -0.067 -1.224
H -0.621 -0.093 -3.663
H -1.454 -1.325 -5.556
H 0.007 -3.024 -6.683
H 2.596 -2.940 -6.070
H 3.300 -1.862 -3.979
H 0.687 2.670 -1.348
H 1.401 4.965 -1.854
H 3.302 5.400 -3.451
H 4.551 3.415 -4.346
H 3.973 1.072 -3.513
H 2.396 -2.683 -1.420
H 4.490 -3.926 -1.133
H 6.531 -2.755 -0.611
H 6.636 -0.152 -0.649
H 4.576 1.034 -1.210

***

Entry from the OMol25 dataset: an isolated molecule of C3H8S2 (wB97M-V/def2-TZVPD).

DFT total energy   -915.39132 hartree
Frontier orbital gap   7.62 eV
F_max   0.0644 Eh/bohr
Energy relative to the best compared isomer or geometry (same formula, charge and spin)   224.9 kJ/mol

Cartesian coordinates (Å):
C -1.069 2.735 -1.681
C -0.803 1.599 -0.599
C -1.028 0.178 -1.101
S -0.052 -1.112 -0.211
S 1.341 -0.987 1.677
H -1.680 2.211 -2.417
H -1.308 3.723 -1.314
H -0.085 2.753 -2.160
H -1.256 1.949 0.330
H 0.246 1.724 -0.320
H -0.481 0.133 -2.038
H -2.041 -0.136 -0.885
H 0.708 -2.174 1.667

***

Entry from the OMol25 dataset: a cluster of 2 separate species, C9H14 in total (wB97M-V/def2-TZVPD).

DFT total energy   -351.23989 hartree
Frontier orbital gap   9.73 eV
F_max   0.0936 Eh/bohr
Energy relative to the best compared isomer or geometry (same formula, charge and spin)   237.1 kJ/mol

Cartesian coordinates (Å):
C 2.439 -2.075 0.985
C 1.733 -1.742 -0.269
C 1.399 -2.373 -1.525
C 0.687 -1.693 -2.551
C 0.271 -0.412 -2.305
C 0.594 0.288 -1.065
C 1.224 -0.428 -0.126
H 1.835 -2.559 1.878
H 2.803 -1.099 1.462
H 3.240 -2.755 0.814
H 1.651 -3.528 -1.750
H 0.557 -2.079 -3.559
H -0.376 -0.205 -3.167
H 0.256 1.291 -1.011
H 1.435 0.033 0.781
C -2.284 3.049 1.768
C -2.619 1.791 1.073
H -1.226 3.055 1.954
H -2.485 4.046 1.166
H -2.799 3.034 2.783
H -3.038 1.050 1.688
H -3.600 1.943 0.480
H -1.696 1.369 0.493

***

Entry from the OMol25 dataset: a cluster of 2 separate species, CH3ClO2PS in total (wB97M-V/def2-TZVPD).

DFT total energy   -1390.11154 hartree
Total charge   -1
Frontier orbital gap (spin up / spin down)   5.80 / 5.80 eV
F_max   0.0566 Eh/bohr
Energy relative to the best compared isomer or geometry (same formula, charge and spin)   488.4 kJ/mol

Cartesian coordinates (Å):
C 0.612 0.850 -0.045
O -2.073 1.437 0.787
O -1.763 -2.052 -0.523
P -1.135 0.337 0.746
S 0.550 1.711 -1.583
Cl -0.695 0.037 2.755
H 1.119 -0.067 -0.258
H -1.383 -1.375 -1.139
H 0.871 1.426 0.838